1.
{"formula": "C50H31GeN8Pd", "method": "ωB97M-V/def2-TZVPD", "spin_multiplicity": 6, "orbital_gap_ev": [4.71, 5.00], "mol_weight_g_mol": 922.88, "e_lumo_ev": [-6.19, -8.69], "charge": 2, "symbols": ["C", "H", "H", "C", "C", "C", "H", "C", "C", "N", "C", "C", "C", "Ge", "N", "C", "C", "H", "H", "H", "N", "H", "H", "H", "C", "N", "H", "C", "C", "H", "H", "C", "C", "C", "H", "H", "H", "C", "C", "C", "C", "C", "C", "C", "C", "C", "C", "H", "H", "C", "C", "N", "H", "C", "C", "C", "C", "C", "H", "C", "C", "C", "C", "H", "C", "H", "H", "C", "C", "C", "Pd", "H", "H", "H", "C", "C", "N", "H", "C", "C", "H", "C", "N", "C", "C", "C", "N", "H", "H", "H", "H"], "positions_angstrom": [[-4.6292, 1.5247, -4.5598], [4.9190, -1.8263, -3.3621], [-3.2194, 0.0152, -5.1448], [0.2018, -3.3472, -4.6550], [-5.1847, 2.3487, -3.4665], [-3.6231, 0.6232, -4.3476], [3.6570, -5.3897, 4.2758], [-1.6218, 4.3700, -2.3974], [4.1708, -1.3011, -2.7825], [-1.6063, 0.2130, 1.6326], [1.9189, 3.2090, 3.2386], [2.2700, 0.6164, 2.3168], [-0.5554, -2.0167, -2.5754], [0.9876, 1.0860, -0.2435], [0.2775, -1.8566, 1.4871], [3.4769, -0.2709, -0.7253], [-0.7386, 3.5986, -3.1423], [-3.9029, 4.3099, 4.7345], [1.0534, -2.2425, 5.6141], [-2.4660, 3.1704, 6.3581], [1.4222, -3.4024, 0.0326], [-4.0561, 3.5029, 2.3820], [3.3014, 0.2557, 4.1560], [1.7955, 4.2248, 3.5898], [-3.3227, 3.4546, 4.4155], [-0.1733, -2.0868, -1.2664], [-2.2136, 5.1351, -2.8834], [-2.4958, 1.2169, 1.4815], [1.0882, -3.6381, -2.3434], [2.6193, -5.7787, -4.4158], [-2.4074, 4.7834, -0.4422], [-1.7431, 1.6967, 4.9866], [0.1963, -2.9852, -3.3129], [2.9551, -0.9542, -3.3651], [0.9352, 3.5997, 1.3920], [-5.1218, 2.8521, -1.3800], [2.9769, 2.5640, 4.9876], [1.1398, -2.6056, 3.4924], [-2.1290, -0.3024, -2.4560], [1.4179, 2.8460, 1.9979], [-1.1781, 0.1810, 2.9686], [2.6038, -4.3774, 2.7100], [-0.9638, 3.2033, -0.4046], [2.7691, 0.9817, 3.5550], [2.9511, -4.6062, 4.0357], [1.9721, -4.6536, -2.7333], [1.1171, -2.8748, 1.2163], [2.6927, -4.0543, 6.0891], [1.1144, -4.6737, -6.0511], [1.6923, -3.3659, 2.4617], [4.4307, -0.9566, -1.4670], [-1.4337, -1.1992, -3.1473], [-1.1160, 1.1844, 5.7035], [1.0709, -4.3415, -5.0226], [1.4856, -2.8301, 4.8155], [-1.7296, 4.1761, -1.0276], [1.5743, 1.5371, 1.5279], [1.9645, -4.9996, -4.0494], [2.6180, -5.1321, -2.0107], [-2.6448, 1.9172, 2.7481], [2.5856, 2.2768, 4.0204], [0.0309, 2.6272, -2.5213], [-0.0755, 2.4133, -1.1425], [-5.0491, 1.6514, -5.5485], [-4.7190, 2.2568, -2.1873], [1.0603, -0.0278, -3.0970], [5.3801, -1.2101, -1.0147], [0.8161, -3.0389, -1.0797], [-2.5029, 2.8034, 5.3410], [-3.6908, 1.3403, -1.9579], [-0.8341, -0.8795, 0.1734], [0.7374, 2.0693, -3.1161], [-0.6340, 3.7670, -4.2063], [-0.4580, -2.8707, -5.3664], [-3.4113, 3.0153, 3.1010], [-2.9748, 0.9819, -0.7784], [-2.0509, 0.0090, -1.1245], [3.7130, 0.0127, 0.2917], [2.0021, -0.2746, -2.6264], [2.4008, -3.8443, 5.0688], [3.0240, -4.9636, 1.9041], [-1.8225, 1.2685, 3.6705], [-0.3893, -0.7052, 3.5250], [2.2475, 0.0718, -1.2927], [-3.1400, 0.5173, -3.0450], [0.2461, -1.6446, 2.8785], [-3.1795, 1.5538, 0.3898], [2.7580, -1.2018, -4.4008], [2.4309, -0.3944, 1.9670], [-1.0763, 3.0580, 0.6627], [-5.9858, 3.0333, -3.7102]], "mulliken_spin": [0.2976, 0.0031, 0.0087, -0.0280, 0.2873, -0.0449, 0.0020, -0.0026, -0.0111, 0.0159, 0.0005, 0.0113, 0.2159, 0.0120, 0.0330, 0.0113, -0.0001, 0.0022, 0.0035, 0.0005, 0.1348, 0.0058, 0.0013, -0.0001, 0.0412, 0.1594, 0.0053, 0.0972, 0.3158, 0.0046, -0.0002, 0.0975, 0.2942, -0.0276, 0.0001, 0.0065, -0.0001, 0.0060, 0.2460, 0.0042, 0.2407, 0.0353, 0.0174, 0.0118, 0.0392, -0.0513, 0.0594, 0.0004, 0.0012, 0.0544, 0.0007, 0.1457, 0.0049, 0.2977, 0.0984, 0.0054, 0.0164, 0.2825, 0.0067, 0.0507, -0.0040, -0.0135, 0.0230, 0.0034, -0.0418, -0.0285, -0.0002, 0.2101, -0.0127, 0.2883, -0.0054, 0.0001, 0.0029, 0.0089, 0.0377, 0.2022, 0.1692, 0.0002, 0.0862, -0.0127, 0.0057, 0.0060, -0.0854, -0.0112, 0.3067, 0.2396, 0.1232, 0.0075, -0.0243, -0.0136, 0.0046]}

---

2.
{"formula": "C4H8N2O", "method": "ωB97M-V/def2-TZVPD", "e_above_lowest_ev": 2.468, "spin_multiplicity": 1, "orbital_gap_ev": 10.25, "mol_weight_g_mol": 100.12, "e_lumo_ev": 0.92, "symbols": ["H", "H", "C", "H", "O", "N", "H", "C", "N", "C", "C", "H", "H", "H", "H"], "positions_angstrom": [[1.0257, 0.1095, -1.6569], [0.8974, 2.1288, -0.5854], [0.3716, -1.0538, 0.7259], [-0.3128, -2.8259, 1.3204], [1.5358, -1.2957, 0.9832], [0.2691, -0.3623, -1.1913], [-1.0797, 1.2294, -1.5737], [-0.0133, 0.3055, 0.1115], [-0.6025, -2.0258, 0.7788], [0.6681, 1.6476, 0.3796], [-0.9877, 0.3028, -1.0139], [-1.8722, -0.3288, -1.0175], [1.6074, 1.5244, 0.9193], [-1.5560, -1.7310, 0.8958], [0.0492, 2.3754, 0.9241]], "nbo_charge": [0.3666, 0.2065, 0.7017, 0.4000, -0.6359, -0.5492, 0.2064, -0.0335, -0.8321, -0.6226, -0.2494, 0.2010, 0.2388, 0.3810, 0.2207]}

---

3.
{"formula": "C29H30IrN3O2P", "method": "ωB97M-V/def2-TZVPD", "e_above_lowest_ev": 0.191, "spin_multiplicity": 1, "orbital_gap_ev": 5.73, "mol_weight_g_mol": 675.77, "e_lumo_ev": -4.91, "charge": 1, "symbols": ["C", "C", "H", "C", "H", "C", "C", "C", "H", "H", "H", "C", "O", "N", "C", "H", "H", "C", "N", "C", "C", "H", "H", "H", "H", "H", "C", "H", "H", "H", "H", "H", "C", "C", "C", "H", "O", "H", "N", "C", "C", "C", "C", "H", "C", "H", "C", "P", "H", "H", "C", "C", "C", "H", "H", "H", "C", "Ir", "H", "H", "H", "C", "C", "C", "H", "C"], "positions_angstrom": [[2.1567, 2.5825, 0.0545], [-2.4683, 2.0558, 2.7781], [-2.2303, 3.2421, 1.0285], [-4.7674, -0.2478, 0.0985], [-2.1371, 2.9642, -1.4101], [-1.1645, -2.6605, 0.5471], [-0.5271, 0.8479, 3.5229], [0.2206, 1.3853, 2.4746], [2.5683, 3.2390, 0.8273], [-2.7386, -3.9665, -0.1739], [-2.4346, 0.7622, 4.4925], [-1.6467, 0.0412, -3.0788], [3.9708, 1.0965, 0.2301], [1.9427, -1.9689, -1.1244], [-2.2700, 1.2293, -2.6096], [-1.2397, -4.7070, -2.1602], [-7.3343, -0.5174, -2.1055], [-2.1332, -0.0216, 0.1710], [0.3998, -3.6824, -1.4049], [-1.6505, 2.0494, -1.7211], [-0.3605, 1.7333, -1.2099], [-4.9884, -0.2342, 2.2321], [-7.4473, -0.4378, 2.1696], [-2.1548, -0.5851, -3.7996], [3.5139, -1.8092, -2.4753], [2.5792, 2.9735, -0.8752], [-1.7444, 2.5647, 1.7202], [0.8344, -5.1183, -2.8270], [-1.8382, -2.0068, 1.0979], [1.9431, -5.1140, -1.4566], [-4.8766, -0.3140, -2.0443], [3.0806, -4.1461, -3.4288], [-5.4437, -0.3327, -1.1219], [-0.8953, -4.3363, -1.1937], [-5.5067, -0.2899, 1.2835], [-0.0347, 0.2024, 4.2381], [1.9575, 0.1951, 0.4547], [3.6874, -3.1148, -1.3076], [-0.0850, -1.8409, -0.0151], [-3.3381, -0.1252, 0.1356], [-7.5491, -0.4854, 0.0284], [-6.8862, -0.4062, 1.2450], [2.7700, 1.1957, 0.2772], [1.3712, 0.4832, -1.6921], [2.9711, -2.5938, -1.9481], [1.2838, 1.1985, 2.4528], [0.7496, -2.5117, -0.8584], [0.3724, 2.9534, -0.0140], [-0.7101, -3.3575, 1.2598], [-0.7270, -5.2029, -0.5471], [2.3214, -3.5593, -2.9139], [-0.3930, 2.2188, 1.5233], [-1.8649, 1.1741, 3.6702], [0.1111, -1.1394, -3.0693], [1.7526, -3.0139, -3.6712], [-2.2734, -2.6627, -1.2687], [1.3880, -4.4718, -2.1475], [-0.1515, 0.1471, 0.2583], [-3.5066, 2.3312, 2.9000], [-8.6264, -0.5763, 0.0017], [2.2201, -1.2394, -0.4605], [-0.4058, -0.2816, -2.6589], [-1.8920, -3.3971, -0.5573], [0.2890, 0.5343, -1.6893], [-3.2525, 1.4989, -2.9746], [-6.8230, -0.4507, -1.1542]], "mulliken_charge": [-0.5839, -0.5746, 0.3177, 0.0781, 0.3998, -0.9344, -0.9311, 0.0418, 0.4742, 0.4859, 0.4427, -0.4386, -0.6742, 0.2630, -0.7018, 0.4802, 0.4096, -1.1940, 0.1878, -0.4526, -0.1156, 0.4710, 0.3997, 0.4678, 0.3712, 0.4749, -0.2497, 0.3979, 0.3384, 0.2899, 0.3993, 0.3893, -0.2843, -0.7790, -0.4225, 0.4736, -0.9049, 0.3709, -0.3829, 0.7860, -0.4881, -0.6683, 0.4835, 1.2921, -0.6682, 0.4820, 0.1023, -0.1565, 0.4698, 0.3360, -0.5951, 0.2461, -0.4958, 0.3636, 0.2478, 0.0356, -0.6822, 2.0260, 0.4602, 0.4105, 0.0656, -0.9074, -0.2384, -0.5086, 0.4948, -0.6940]}

---

4.
{"formula": "C48H84O34S4", "method": "ωB97M-V/def2-TZVPD", "e_above_lowest_ev": 7.275, "spin_multiplicity": 1, "orbital_gap_ev": 8.32, "mol_weight_g_mol": 1333.43, "e_lumo_ev": -0.24, "symbols": ["O", "H", "H", "H", "H", "C", "H", "H", "C", "H", "H", "O", "C", "C", "C", "H", "H", "H", "C", "H", "H", "O", "H", "O", "C", "O", "H", "S", "H", "H", "O", "H", "H", "H", "C", "O", "C", "H", "C", "O", "C", "C", "C", "C", "H", "O", "H", "H", "H", "H", "S", "C", "O", "C", "C", "H", "H", "H", "H", "H", "H", "H", "C", "O", "H", "C", "C", "H", "O", "C", "C", "O", "C", "O", "O", "C", "H", "H", "C", "O", "C", "C", "H", "C", "O", "H", "O", "C", "H", "C", "H", "O", "C", "C", "O", "H", "H", "H", "H", "O", "C", "O", "C", "O", "H", "H", "C", "H", "O", "H", "H", "H", "O", "C", "O", "H", "S", "H", "C", "H", "C", "C", "C", "H", "H", "H", "H", "H", "H", "H", "S", "H", "O", "H", "C", "C", "H", "O", "H", "C", "C", "O", "H", "H", "H", "H", "H", "O", "H", "H", "H", "H", "O", "H", "C", "H", "H", "C", "O", "H", "O", "H", "H", "O", "H", "C", "C", "H", "H", "H"], "positions_angstrom": [[-4.8290, -7.3277, -0.6165], [9.6465, 1.8028, -3.6154], [-10.2498, -2.8114, -3.3708], [2.2695, -0.0428, 0.2942], [-2.6487, 4.5432, -2.7242], [-4.2665, -6.9349, -4.0917], [-7.7405, -2.1318, -1.0311], [1.8177, -9.2305, -2.6238], [0.3080, -2.9113, 7.1430], [-0.3166, 5.0758, 3.7585], [0.1704, 6.8752, 5.6019], [1.5955, 5.4115, -7.0004], [8.0898, 0.5803, -5.9591], [8.9661, 5.4038, 5.0973], [2.2096, -9.9778, 0.0787], [-0.8748, 4.8033, 6.5480], [5.8788, 9.0187, 1.1494], [-9.3026, 1.8673, -5.5649], [7.3857, 4.7935, 6.5346], [7.4295, -6.8541, 4.7669], [8.8094, 1.3624, -6.2012], [-4.4931, 4.2984, -1.7120], [8.7345, -7.2018, 2.0602], [-7.3275, 0.9098, -6.2653], [-5.5496, 5.1626, -1.7114], [-5.4074, -0.1463, -5.7727], [-3.5423, 8.5748, -1.7069], [-6.5355, -2.4944, 8.0619], [-2.7453, 4.9942, -1.0194], [-7.6371, -0.9007, 9.5113], [-4.6930, -8.5702, -2.5121], [5.9009, 10.2622, -1.6816], [5.4201, 2.8776, 5.4560], [6.8761, 5.4121, 7.2733], [6.7516, 4.6804, 5.1429], [-0.4174, -0.0909, 1.9302], [1.5047, -0.8166, 0.2270], [2.2968, 1.2320, -6.3776], [1.8038, 3.1200, -7.3963], [-8.8824, -2.0434, 0.6466], [-4.6515, -7.3966, -1.8892], [2.3320, -8.6976, -1.8240], [-7.9615, -1.8478, 9.0803], [-10.5838, -2.8424, -2.3337], [-8.3181, -2.5539, 9.8302], [5.3528, 7.6895, -0.4030], [7.4210, 3.8575, 7.0920], [-1.2748, -3.9956, 4.9707], [8.9329, 0.9334, -2.2290], [0.6508, 1.2674, -6.9978], [1.0583, -3.7437, 5.6559], [-9.0516, 2.4953, -6.4197], [11.2758, -7.3354, 5.2289], [-3.7346, 6.4196, -2.3341], [5.4871, 8.9819, 0.1329], [-0.6734, -1.6941, -1.2857], [-3.3039, -6.6687, -4.5282], [-8.8804, -1.6041, 8.5470], [-0.4600, 7.4402, 3.9737], [-4.6463, -10.3266, -4.4506], [5.9742, 5.4444, 5.1402], [2.7445, -6.7318, -1.1350], [-6.4625, 2.8856, -6.9701], [-4.2228, 4.4564, 3.9535], [-1.5113, 7.4696, 5.4018], [1.4422, 1.8813, -6.5680], [-6.0252, -1.0087, 7.0689], [3.0821, -6.9623, -2.9433], [3.7211, 6.0493, -0.2609], [10.2297, -7.1031, 4.5104], [6.2132, 3.2770, 4.8239], [8.7437, 5.1116, 6.3489], [-8.7773, -1.9573, -0.7434], [-6.7542, 4.8960, -1.6639], [9.3163, -6.1471, 4.6838], [-4.1090, -8.4299, -3.8140], [4.4586, -8.7420, -1.0032], [6.8589, -5.3723, 2.7499], [4.1181, 7.2350, -0.2118], [10.0079, 5.8629, 4.5874], [-1.2568, 4.5198, 5.5673], [-4.8586, -9.3106, -4.7835], [-0.4608, -3.5407, 7.5911], [-7.7982, 1.9935, -7.0644], [2.8847, 3.6926, -6.7792], [0.3056, 4.2421, -8.2990], [3.3572, 8.2491, 0.2996], [-1.0041, 5.5095, 4.4847], [-0.8381, -2.3732, 0.3949], [-9.5294, -3.1337, -1.2547], [2.1869, 2.8742, -8.3867], [-10.1622, -3.6298, -0.0566], [-0.6793, 6.9526, 4.9236], [-1.0454, -1.5372, -0.2732], [3.8413, 5.6680, -6.3737], [-6.1393, 3.3518, -7.9009], [9.6633, -0.0049, -3.5495], [-4.3963, -9.1378, -5.7553], [7.3100, 9.2930, -0.9729], [1.7716, -10.4860, 1.0612], [4.0566, 9.4604, 0.2458], [-2.5958, 4.4721, 5.6089], [2.4613, -7.1978, -2.0788], [-5.4419, -2.6349, 9.1023], [-5.0720, -6.6673, -4.7756], [7.2500, 0.5103, -6.6504], [8.1336, -6.4836, 4.0219], [8.6474, -0.3513, -6.0556], [-5.0664, 6.4115, -1.9128], [1.5850, -1.3000, -0.7466], [-0.8066, 3.5362, 5.4333], [4.1641, -9.7543, -2.4192], [1.6878, -8.9745, -0.5485], [0.7628, 4.2825, -7.3104], [-10.0837, -3.1049, 2.1530], [-0.0056, 4.0660, -6.5682], [-0.1350, -0.1323, 0.4325], [-0.3042, -5.1780, 4.1592], [-5.9755, 0.8320, -6.1925], [-5.0697, -1.2203, 6.5888], [-9.7797, -2.9172, 0.9792], [8.5897, -7.6010, 3.0642], [6.3837, 9.8409, -0.7998], [-6.7565, -0.7243, 6.3124], [-3.5749, 6.3663, -3.4110], [-6.5530, 3.5813, -6.1359], [-9.2262, -0.9963, -0.9945], [-0.2041, -2.0240, 6.7709], [-8.8237, -3.8859, -1.6073], [3.6598, 10.0345, -0.5915], [7.5729, 0.7660, -4.2196], [-11.4068, -3.5532, -2.2597], [3.4033, -10.3089, -0.4237], [1.4685, -6.8057, -2.2998], [7.8050, -5.2341, 3.2732], [9.1145, 0.9041, -3.3033], [0.9983, -2.6350, 7.9401], [7.8362, 5.0712, 4.3501], [-5.9369, -9.1958, -4.8942], [-3.0320, 7.6181, -1.5953], [-0.4472, -4.6886, 5.1226], [7.1021, -0.6648, -3.8226], [-9.0032, 3.5397, -6.1115], [1.7957, -1.4434, 1.0700], [8.4477, -5.0979, 2.4035], [-2.9439, 7.2274, -0.5816], [6.9970, 2.5222, 4.8887], [2.1408, -4.6587, 6.2369], [-9.8445, 2.3033, -7.1425], [-7.9626, 1.6598, -8.0889], [-0.5714, -5.4209, 5.9203], [3.9131, 10.0049, 1.1791], [9.8391, -7.9002, 3.4918], [-11.0908, -1.9225, -2.0422], [-3.3011, 4.9591, -1.9563], [-2.0963, -1.2610, -0.1877], [6.6593, 10.6774, -0.1576], [-3.1086, 4.8193, 4.4425], [-2.2125, 5.5730, 3.8108], [-2.0286, 7.7644, -1.9952], [-5.4368, 1.9545, -6.5345], [7.7832, -4.3272, 3.8775], [7.9544, -8.4831, 3.1436], [-4.3603, -6.4291, -2.7510], [1.0579, 2.0777, -5.5671], [2.8511, 5.0181, -6.6798], [3.7152, -9.3588, -1.5081], [5.7832, 3.3460, 3.8247], [-3.0787, -8.7479, -3.6540], [-5.8607, -0.1770, 7.7540]], "mulliken_charge": [-0.6151, 0.3363, 0.3389, 0.3167, 0.2914, -0.3654, 0.2826, 0.2969, -0.8878, 0.3145, 0.3686, -0.3497, -0.8592, 0.6738, 0.6831, 0.2612, 0.2496, 0.3295, -0.5052, 0.3630, 0.3278, -0.2970, 0.2893, -0.3681, 0.6629, -0.5899, 0.3238, 0.4943, 0.2316, 0.2819, -0.3400, 0.3317, 0.3746, 0.3115, 0.5434, -0.6274, -0.8843, 0.3442, 0.3828, -0.3139, 0.6697, 0.3669, -0.9070, -1.3684, 0.3141, -0.3274, 0.2519, 0.3053, 0.2977, 0.3862, 0.5223, -1.2175, -0.6004, 0.2900, 0.4593, 0.3529, 0.2851, 0.3618, 0.3422, 0.3598, 0.2358, 0.3539, -0.5431, -0.6085, 0.3168, -1.4407, -0.8515, 0.3660, -0.5902, 0.6795, -1.3505, -0.3231, -0.4426, -0.5805, -0.3190, 0.3912, 0.2993, 0.3919, 0.6314, -0.5749, -0.3802, -1.4203, 0.2975, 0.4738, -0.3363, 0.2964, -0.3101, 0.3259, 0.2954, 0.4681, 0.2845, -0.3582, -1.2606, -0.9208, -0.5661, 0.2989, 0.2760, 0.3957, 0.3359, -0.5488, -0.4611, -0.3437, -1.3106, -0.6152, 0.3086, 0.2954, 0.4288, 0.2996, -0.3534, 0.3069, 0.2929, 0.3319, -0.3369, -0.3330, -0.6079, 0.2885, 0.5567, 0.3207, 0.6812, 0.2857, 0.7100, -0.4649, -1.2717, 0.3507, 0.2934, 0.3065, 0.3106, 0.3141, 0.2858, 0.2893, 0.5036, 0.3402, -0.3516, 0.3253, -1.4252, -0.8367, 0.3283, -0.3301, 0.3392, -1.1061, -0.8883, -0.6399, 0.3478, 0.2908, 0.3624, 0.2520, 0.3536, -0.6423, 0.3019, 0.2884, 0.3305, 0.2781, -0.3152, 0.3553, -0.3507, 0.3146, 0.3847, 0.6873, -0.3187, 0.3438, -0.3096, 0.3215, 0.2885, -0.2886, 0.3497, 0.6932, -0.4756, 0.3390, 0.2795, 0.2850]}

---

Number 1: electronic energy -124254.28302 eV. Number 2: electronic energy -9303.92480 eV. Number 3: electronic energy -51245.45554 eV. Number 4: electronic energy -164085.94685 eV.